162
Properties=species:S:1:pos:R:3:forces:R:3 method="wB97M-V/def2-TZVPD" relative_energy_ev=4.0360 spin_multiplicity=1 e_lumo_ev=-2.19 charge=+1 gap_ev=7.3 homo_energy_ev=-9.535
C -1.850 2.728 0.351 -0.542 -1.093 1.261
C -1.230 1.731 0.704 -0.605 -0.535 0.497
C -0.554 0.359 1.141 -0.333 2.421 -0.857
P -0.552 0.430 3.046 0.012 1.592 1.962
N -2.153 1.114 3.451 0.485 -1.239 0.475
O -0.552 -1.094 3.779 -0.924 0.822 -0.940
N -1.353 -0.721 0.479 -0.483 -1.371 -1.070
C -2.624 -1.169 1.123 -3.209 -0.507 0.157
C -3.883 -0.224 0.897 -0.597 -0.049 0.075
C -4.328 -0.074 -0.627 0.308 0.665 0.026
C -0.569 -1.978 0.149 1.379 -0.989 -1.956
C 0.686 -1.473 -0.691 -1.128 -0.652 -0.654
C 1.298 -2.544 -1.698 0.908 -0.578 -0.327
C 2.831 -2.244 -2.068 -0.079 -0.125 0.184
C 3.263 -2.937 -3.434 0.949 0.715 0.273
C 3.051 -1.997 -4.724 -1.381 -1.682 0.743
C 1.693 -2.490 -5.456 1.056 0.588 -0.352
C 1.791 -2.419 -7.053 -1.584 0.142 0.257
C 0.480 -1.664 -7.590 0.556 -0.277 0.148
C -0.879 -2.384 -7.162 -0.050 0.529 0.566
C -1.668 -1.576 -6.019 -0.229 -0.168 -0.665
C -3.243 -1.837 -6.049 0.157 -0.098 0.728
N 1.615 -0.782 0.202 -0.757 1.449 0.052
C 2.149 -1.514 1.361 1.330 -0.764 1.259
C 2.361 -3.080 1.261 0.325 -0.732 0.481
N 2.498 -3.582 2.680 -0.395 0.156 -0.930
C 0.994 0.523 0.596 -0.343 0.433 -0.160
P 1.144 1.812 -0.821 2.210 -1.966 -2.641
O 2.462 1.668 -1.574 -1.802 0.352 1.569
P 2.006 1.383 2.016 1.542 -0.525 1.010
C 3.775 1.568 1.312 0.156 0.774 -0.470
C 1.450 3.158 2.286 0.447 0.821 0.148
H -2.671 3.499 0.329 1.693 -1.017 -0.358
H -2.561 0.557 4.220 -0.064 0.360 -0.627
H -2.002 2.044 3.858 0.116 -0.411 -0.282
H -1.247 -1.150 4.465 0.457 -0.082 -0.435
H -1.636 -0.355 -0.455 0.132 -0.179 0.611
H -2.912 -2.151 0.612 0.688 1.219 0.661
H -2.580 -1.415 2.218 0.814 0.465 -1.132
H -3.771 0.803 1.364 0.141 -1.394 -0.490
H -4.745 -0.718 1.460 1.270 0.500 -0.604
H -3.642 -0.638 -1.341 -0.788 0.716 0.781
H -4.295 1.041 -0.868 0.002 -1.567 -0.049
H -5.380 -0.429 -0.836 1.252 0.308 0.406
H -1.152 -2.658 -0.559 0.178 1.143 1.200
H -0.333 -2.601 1.054 -0.263 1.065 -0.665
H 0.219 -0.725 -1.427 0.877 -0.571 1.118
H 1.219 -3.615 -1.311 0.069 1.369 -0.338
H 0.748 -2.555 -2.698 0.318 0.288 1.453
H 3.513 -2.653 -1.259 -0.917 0.611 -0.790
H 2.983 -1.114 -2.095 -0.120 -1.424 -0.060
H 2.735 -3.933 -3.512 0.529 1.066 -0.148
H 4.379 -3.168 -3.378 -1.405 0.239 0.122
H 3.935 -2.101 -5.416 -0.982 0.324 0.759
H 2.896 -0.949 -4.333 0.500 -0.981 -0.779
H 0.873 -1.821 -5.055 0.719 -0.814 -0.656
H 1.448 -3.558 -5.176 0.328 1.207 -0.120
H 1.747 -3.488 -7.451 0.403 1.470 0.329
H 2.719 -1.874 -7.416 -1.069 -0.774 0.530
H 0.494 -0.619 -7.134 -0.034 -1.163 -0.734
H 0.536 -1.577 -8.719 -0.140 -0.039 1.298
H -0.670 -3.411 -6.723 -0.204 1.029 -0.837
H -1.545 -2.476 -8.073 0.755 -0.056 1.100
H -1.282 -1.886 -4.999 -0.305 0.514 -1.158
H -1.476 -0.467 -6.165 -0.168 -1.301 0.251
H -3.792 -0.844 -6.008 0.496 -1.313 -0.188
H -3.522 -2.419 -5.108 0.130 0.699 -1.279
H -3.586 -2.449 -6.944 0.489 0.919 1.043
H 1.585 -1.365 2.349 0.385 -0.133 -1.398
H 3.193 -1.098 1.577 -1.426 -0.490 -0.173
H 3.327 -3.388 0.747 -1.403 0.707 0.293
H 1.498 -3.649 0.806 0.954 0.856 0.008
H 1.554 -3.877 2.966 0.861 -0.057 0.174
H 3.146 -4.379 2.705 -0.660 0.416 0.063
H 0.891 3.139 -0.396 -0.227 -0.601 0.197
H 0.123 1.429 -1.769 -0.089 0.609 0.710
H 4.500 1.357 2.160 -1.015 -0.001 -1.040
H 3.987 2.632 0.978 -0.339 -1.215 0.266
H 3.941 0.906 0.410 -0.164 0.643 1.140
H 0.339 3.296 2.440 1.293 -0.187 -0.462
H 1.953 3.517 3.262 -0.554 -0.816 -1.377
H 1.884 3.798 1.460 -0.853 -0.439 0.918
C 1.964 5.989 7.482 0.125 0.064 -0.003
S 1.790 5.125 5.913 0.013 0.161 0.125
O 3.133 4.579 5.548 -0.202 0.022 -0.082
C 1.518 6.604 4.917 0.041 0.113 -0.066
H 2.180 5.258 8.258 0.008 0.038 -0.123
H 2.783 6.708 7.424 -0.022 -0.047 -0.138
H 1.031 6.502 7.721 -0.035 -0.127 -0.025
H 2.366 7.283 5.020 0.011 -0.073 0.102
H 0.599 7.098 5.241 0.019 -0.035 0.042
H 1.418 6.303 3.874 0.009 -0.090 0.073
C 2.004 10.285 9.336 0.081 0.029 0.090
S 1.830 9.418 7.764 -0.038 0.276 -0.039
O 3.174 8.875 7.401 -0.085 0.214 0.033
C 1.556 10.890 6.763 0.235 0.126 -0.001
H 2.221 9.551 10.112 -0.025 -0.032 -0.108
H 2.823 11.003 9.277 -0.007 -0.057 -0.086
H 1.071 10.797 9.575 -0.001 -0.059 -0.062
H 2.404 11.571 6.863 0.049 -0.109 0.129
H 0.638 11.383 7.083 -0.024 -0.121 -0.061
H 1.457 10.586 5.723 -0.101 -0.086 0.160
C -1.002 3.268 11.243 -0.095 -0.068 0.019
S 0.076 4.358 10.291 -0.032 0.010 -0.069
O -0.785 5.134 9.353 0.096 -0.264 0.096
C 0.869 3.042 9.342 -0.072 -0.135 -0.016
H -1.628 3.883 11.890 0.089 0.051 -0.072
H -1.636 2.690 10.568 0.051 0.068 -0.048
H -0.396 2.600 11.856 0.029 0.063 -0.027
H 0.117 2.478 8.788 -0.042 0.076 0.039
H 1.412 2.381 10.020 -0.016 0.065 0.018
H 1.569 3.493 8.642 -0.072 -0.071 0.081
C -1.180 -6.362 -8.226 -0.112 -0.075 0.014
S -0.093 -5.250 -9.141 0.053 -0.070 -0.182
O -0.942 -4.477 -10.092 0.078 -0.174 0.183
C 0.745 -6.538 -10.085 -0.064 -0.061 -0.146
H -1.830 -5.761 -7.589 0.074 0.061 -0.069
H -1.789 -6.943 -8.920 0.049 0.064 -0.040
H -0.580 -7.028 -7.603 0.035 0.050 -0.036
H 0.016 -7.109 -10.664 -0.088 0.083 0.075
H 1.282 -7.199 -9.403 0.029 0.098 0.008
H 1.456 -6.064 -10.762 -0.010 0.050 0.203
C -2.575 10.215 2.900 -0.107 0.044 0.017
S -0.819 10.296 3.305 -0.055 0.039 0.009
O -0.708 10.367 4.792 -0.124 0.018 -0.308
C -0.553 11.961 2.665 -0.025 0.096 0.025
H -2.965 9.259 3.250 0.119 0.031 0.022
H -3.110 11.027 3.394 0.089 -0.008 0.025
H -2.703 10.282 1.818 0.066 -0.006 0.028
H -1.214 12.665 3.173 -0.004 -0.087 0.038
H -0.746 11.973 1.591 0.019 -0.057 0.034
H 0.484 12.239 2.849 -0.045 -0.113 0.019
C -2.536 -6.608 2.381 0.128 0.196 -0.127
S -1.457 -5.497 1.461 0.019 -0.331 0.083
O -2.315 -4.727 0.503 0.054 0.051 0.026
C -0.615 -6.783 0.518 0.026 0.044 -0.125
H -3.186 -6.010 3.017 0.078 -0.022 -0.075
H -3.144 -7.193 1.692 0.048 0.093 0.008
H -1.932 -7.269 3.004 -0.002 0.060 -0.017
H -1.342 -7.357 -0.058 -0.048 0.076 0.061
H -0.074 -7.439 1.201 -0.034 0.071 0.029
H 0.091 -6.306 -0.162 -0.048 0.035 0.063
C -6.643 -5.895 3.057 0.042 0.070 -0.134
S -6.294 -7.559 3.660 -0.052 -0.095 0.035
O -4.856 -7.844 3.379 -0.351 0.070 -0.047
C -7.269 -8.422 2.413 0.019 -0.014 -0.108
H -6.096 -5.183 3.675 -0.013 -0.116 0.046
H -6.318 -5.799 2.019 0.013 -0.075 0.025
H -7.712 -5.695 3.136 0.036 -0.051 0.039
H -6.905 -8.169 1.416 0.049 0.035 0.064
H -8.319 -8.141 2.513 0.048 0.006 0.058
H -7.165 -9.494 2.576 0.048 0.091 0.084
C 4.794 -2.763 -11.041 0.109 0.034 0.055
S 3.805 -4.163 -11.602 0.024 0.009 0.006
O 3.902 -5.226 -10.559 0.044 0.155 -0.156
C 4.896 -4.635 -12.958 0.112 -0.041 -0.012
H 4.313 -2.332 -10.164 -0.064 -0.097 -0.062
H 5.798 -3.099 -10.776 -0.057 -0.075 -0.023
H 4.844 -2.013 -11.831 -0.053 -0.053 -0.001
H 5.894 -4.854 -12.574 -0.061 0.011 0.066
H 4.943 -3.824 -13.686 -0.057 -0.006 0.046
H 4.487 -5.526 -13.435 -0.058 0.065 0.093

***

12
Properties=species:S:1:pos:R:3:forces:R:3 method="wB97M-V/def2-TZVPD" spin_multiplicity=1 smiles="O=S(=O)(F)n1c(Br)nc(Br)c1Br" e_lumo_ev=-0.03 charge=0 gap_ev=9.2 homo_energy_ev=-9.187
O 1.891 -1.605 -1.058 1.812 -0.042 -2.019
S 1.119 -1.464 0.073 -0.486 1.492 2.100
O 0.309 -2.480 0.572 -0.218 -1.185 0.991
F 2.082 -0.889 1.235 -1.261 -1.249 -1.007
N 0.091 -0.159 -0.075 0.962 2.147 0.240
C 0.382 1.254 0.205 -0.247 -2.763 -0.121
Br 2.120 1.699 0.246 1.404 1.433 -0.122
N -0.666 1.927 0.454 -0.158 0.130 0.056
C -1.705 1.043 0.337 -0.495 -1.470 -1.437
Br -3.479 1.619 0.153 0.264 0.015 0.330
C -1.269 -0.223 -0.041 -2.390 0.475 0.494
Br -2.355 -1.668 -0.679 0.812 1.017 0.494

***

7
Properties=species:S:1:pos:R:3:forces:R:3 method="wB97M-V/def2-TZVPD" relative_energy_ev=1.3603 spin_multiplicity=1 e_lumo_ev="-1.73 / -1.73" charge=0 gap_ev="7.5 / 7.5" homo_energy_ev="-9.205 / -9.205"
C -0.388 -0.933 0.293 -1.142 1.294 1.190
C -0.131 0.694 -1.083 -0.576 -0.244 0.727
C 0.429 0.432 0.248 0.076 0.063 -1.581
F -1.654 -0.712 0.717 0.949 -0.603 -0.811
F 1.700 0.272 0.496 2.628 -1.847 -0.440
F 0.140 1.358 1.120 -2.130 1.448 1.208
Br -0.096 -1.110 -1.790 0.196 -0.112 -0.292

***

9
Properties=species:S:1:pos:R:3:forces:R:3 method="wB97M-V/def2-TZVPD" relative_energy_ev=1.8393 spin_multiplicity=1 e_lumo_ev="-1.09 / -0.88" charge=0 gap_ev="8.1 / 8.0" homo_energy_ev="-9.178 / -8.906"
C 0.045 -0.842 -0.107 1.734 -0.246 0.346
C 1.951 0.672 0.704 -0.740 -1.055 -2.494
C -1.190 0.056 -0.089 -1.208 0.649 0.061
O 0.173 -1.970 -0.410 -0.428 1.089 0.224
O 2.721 1.002 -0.107 -0.270 -0.056 0.713
F -1.254 0.726 1.068 0.254 -0.282 -0.031
F -2.352 -0.591 -0.236 0.316 -0.220 -0.033
F -1.103 0.960 -1.068 0.288 -0.204 -0.084
Br 1.823 1.034 2.513 0.054 0.324 1.298

***

11
Properties=species:S:1:pos:R:3:forces:R:3 method="wB97M-V/def2-TZVPD" relative_energy_ev=0.0000 spin_multiplicity=1 smiles="O=C([O-])O/[N+]([O-])=C(/Br)C(=O)[O-]" e_lumo_ev=5.34 charge=-2 gap_ev=6.2 homo_energy_ev=-0.888
O 1.584 2.380 1.320 0.432 0.208 1.881
C 1.479 1.602 0.422 -2.470 0.742 -0.757
O 1.907 1.393 -0.659 1.583 -0.988 -1.758
O 0.027 0.764 0.606 -0.199 0.239 0.076
N -0.596 0.470 -0.602 1.460 0.686 1.249
O -1.070 1.413 -1.268 -0.399 0.408 -0.207
C -0.540 -0.771 -0.885 0.239 -1.957 0.690
Br -1.422 -1.282 -2.465 -0.193 -0.124 -0.482
C -0.142 -2.030 0.069 -1.645 -0.073 -0.066
O 0.759 -2.768 -0.369 -0.295 0.639 0.479
O -0.979 -2.184 1.009 1.488 0.220 -1.105

***

8
Properties=species:S:1:pos:R:3:forces:R:3 method="wB97M-V/def2-TZVPD" relative_energy_ev=0.3159 spin_multiplicity=3 e_lumo_ev="-9.10 / -11.01" charge=+2 gap_ev="9.1 / 6.2" homo_energy_ev="-18.207 / -17.252"
C 0.699 0.912 -0.347 2.145 2.939 0.777
F 1.873 1.629 -0.141 -1.769 -1.371 -0.718
Li -0.195 -2.407 -0.585 0.381 -0.076 0.146
F 1.903 -0.926 0.459 -2.551 1.011 -0.739
O -2.166 0.017 0.405 1.445 -1.954 0.724
C 0.706 -0.413 -0.089 3.216 -3.337 0.409
C -1.523 -0.930 0.637 -2.049 1.461 -0.418
Tm -1.296 2.118 -0.339 -0.817 1.326 -0.181

***

9
Properties=species:S:1:pos:R:3:forces:R:3 method="wB97M-V/def2-TZVPD" relative_energy_ev=0.4145 spin_multiplicity=1 smiles=N#CC(F)(F)C(F)(F)I e_lumo_ev=-0.26 charge=0 gap_ev=10.4 homo_energy_ev=-10.637
N 1.360 1.744 -1.556 0.626 0.390 -0.170
C 0.563 1.056 -1.122 -0.404 -0.053 -0.159
C -0.490 0.204 -0.614 0.184 -2.582 3.446
F -0.894 -0.723 -1.488 0.202 0.156 -0.190
F -1.561 0.883 -0.188 0.144 0.241 -0.185
C 0.101 -0.752 0.868 -0.443 2.305 -2.617
F -0.856 -1.584 1.214 -0.359 -0.107 0.045
F 1.155 -1.449 0.461 0.158 -0.126 -0.013
I 0.622 0.620 2.426 -0.107 -0.224 -0.158

***

8
Properties=species:S:1:pos:R:3:forces:R:3 method="wB97M-V/def2-TZVPD" spin_multiplicity=3 e_lumo_ev="0.44 / -2.84" charge=0 gap_ev="7.7 / 6.7" homo_energy_ev="-7.284 / -9.524"
C 1.251 0.832 -0.039 0.083 1.663 0.108
C 0.804 -0.499 -0.084 0.769 -1.614 0.556
C -1.441 0.108 -0.029 -6.354 1.521 -2.234
O -0.502 -0.711 0.072 5.054 -4.451 0.970
F 2.558 1.014 0.081 -0.106 -0.906 -0.303
F 1.502 -1.663 -0.012 -1.359 1.668 -0.097
F -2.686 -0.465 0.050 1.605 0.529 0.293
F -1.484 1.384 -0.039 0.307 1.590 0.706

***

Among the records above, which one has the lowest charge? C3BrNO6